No. 1
This record from the Open Molecules 2025 dataset describes a 2-piece molecular cluster, C4H12 overall in a non-equilibrium geometry. The level of theory is wB97M-V/def2-TZVPD.

Output
- E_HOMO (eV) = -11.3
- SMILES = CC.CC
- orbital gap (eV) = 12.5
- ΔE to the lowest compared entry with this formula, charge and spin (eV) = 1.224
- net charge = 0

Last column: Mulliken charge in e.
CARTESIAN COORDINATES (ANGSTROEM)
C: -0.45341 -1.82862 -0.33940  -0.623
C: -1.78461 -1.02659 -0.59149  -0.788
H: -0.48421 -2.96554 -0.45793  0.320
H: 0.51477 -1.44993 -0.90956  0.147
H: -0.29563 -1.55759 0.65128  0.203
H: -1.88690 -0.80809 -1.67650  0.221
H: -1.81099 -0.04009 0.03000  0.166
H: -2.61355 -1.60352 -0.40975  0.369
C: 0.52660 1.87136 0.47157  -0.673
C: 1.66745 0.94641 0.45421  -0.802
H: -0.32992 1.54199 -0.06543  0.191
H: 0.15905 2.02214 1.52726  0.233
H: 0.92965 2.87490 0.01577  0.253
H: 1.68594 0.05904 1.03953  0.327
H: 2.57241 1.53905 0.92008  0.268
H: 1.82318 0.61222 -0.63408  0.187

***

No. 2
This record from the Open Molecules 2025 dataset describes a 2-piece molecular cluster, C4H12 overall in a non-equilibrium geometry. The level of theory is wB97M-V/def2-TZVPD.

Output
- E_HOMO (eV) = -11.3
- SMILES = CC.CC
- orbital gap (eV) = 12.4
- ΔE to the lowest compared entry with this formula, charge and spin (eV) = 0.476
- net charge = 0

Last column: Mulliken charge in e.
CARTESIAN COORDINATES (ANGSTROEM)
C: -1.40227 1.16459 0.65646  -0.442
C: -2.61880 0.28728 0.46444  -0.848
H: -1.37153 1.57621 1.68083  0.306
H: -0.40630 0.70683 0.67422  -0.171
H: -1.25864 1.99815 -0.02908  0.311
H: -2.55558 -0.73260 0.83814  0.315
H: -2.84190 0.21601 -0.60559  0.257
H: -3.49743 0.72201 0.94551  0.276
C: 1.98056 -0.91043 -1.30135  -0.898
C: 1.92654 -0.59975 0.18325  -0.617
H: 2.75478 -1.59906 -1.66273  0.331
H: 1.07195 -1.28054 -1.76764  0.284
H: 2.32114 -0.01235 -1.83785  0.262
H: 1.12507 0.06519 0.49562  0.099
H: 1.94237 -1.52486 0.76933  0.245
H: 2.83004 -0.07669 0.49645  0.290

***

No. 3
This record from the Open Molecules 2025 dataset describes a 2-piece molecular cluster, C4H12 overall in a non-equilibrium geometry. The level of theory is wB97M-V/def2-TZVPD.

Output
- E_HOMO (eV) = -11.2
- SMILES = CC.CC
- orbital gap (eV) = 12.2
- ΔE to the lowest compared entry with this formula, charge and spin (eV) = 1.729
- net charge = 0

Last column: Mulliken charge in e.
CARTESIAN COORDINATES (ANGSTROEM)
C: 3.16717 -0.30510 -1.31399  -0.752
C: 2.18581 -0.47920 -0.12674  -0.602
H: 4.36492 -0.64466 -1.07839  0.184
H: 2.85741 -1.07270 -2.09378  0.220
H: 3.30692 0.64921 -1.76948  0.291
H: 2.77575 -1.00732 0.59787  0.304
H: 1.27059 -0.93046 -0.57133  0.182
H: 1.72269 0.53820 0.11362  0.172
C: -2.74416 -0.31014 0.97944  -0.734
C: -2.81527 1.17691 0.64709  -0.708
H: -3.71969 -0.91186 1.14360  0.261
H: -2.28128 -0.86792 0.07046  0.202
H: -2.01859 -0.48467 1.80262  0.247
H: -3.11546 1.31937 -0.48767  0.252
H: -1.78308 1.61841 0.54924  0.193
H: -3.17375 1.71194 1.53743  0.286

***

No. 4
This record from the Open Molecules 2025 dataset describes a 2-piece molecular cluster, C4H12 overall in a non-equilibrium geometry. The level of theory is wB97M-V/def2-TZVPD.

Output
- E_HOMO (eV) = -10.7
- SMILES = CC.CC
- orbital gap (eV) = 11.9
- ΔE to the lowest compared entry with this formula, charge and spin (eV) = 1.174
- net charge = 0

Last column: Mulliken charge in e.
CARTESIAN COORDINATES (ANGSTROEM)
C: -0.48530 -0.44087 -2.11789  -0.772
C: 0.23766 -1.44646 -1.36387  -0.661
H: 0.14319 0.08806 -2.78826  0.310
H: -1.18353 -0.98356 -2.73311  0.280
H: -1.05628 0.16065 -1.43907  0.197
H: 1.07073 -1.70864 -2.03291  0.269
H: -0.43206 -2.21294 -0.92668  0.265
H: 0.57969 -1.25616 -0.32909  0.054
C: -0.31899 1.60946 1.60995  -0.793
C: 0.59262 0.32611 1.79242  -0.587
H: 0.29489 2.52337 1.73646  0.261
H: -0.83304 1.67082 0.66290  0.231
H: -0.99894 1.73471 2.49581  0.268
H: 1.47953 0.51447 1.11964  0.231
H: 0.88666 0.04566 2.86542  0.319
H: 0.02315 -0.62468 1.44829  0.129

***

No. 5
This record from the Open Molecules 2025 dataset describes a 2-piece molecular cluster, C4H12 overall in a non-equilibrium geometry. The level of theory is wB97M-V/def2-TZVPD.

Output
- E_HOMO (eV) = -11.3
- SMILES = CC.CC
- orbital gap (eV) = 12.4
- ΔE to the lowest compared entry with this formula, charge and spin (eV) = 1.519
- net charge = 0

Last column: Mulliken charge in e.
CARTESIAN COORDINATES (ANGSTROEM)
C: 1.18310 -0.68312 -1.96022  -0.601
C: 1.45525 -1.85463 -0.97279  -0.763
H: 1.95443 -0.22459 -2.56067  0.354
H: 0.36682 -0.97831 -2.50903  0.254
H: 0.96790 0.30473 -1.33449  -0.003
H: 0.49731 -2.17695 -0.68078  0.271
H: 1.83215 -1.44022 -0.00268  0.250
H: 2.14275 -2.78239 -1.28519  0.247
C: -1.03007 1.23794 0.66068  -0.734
C: -1.53448 1.21143 2.23413  -0.841
H: -1.75203 2.02472 0.25939  0.254
H: -0.01927 1.56862 0.34960  0.231
H: -1.37360 0.35935 0.15641  0.271
H: -1.07493 2.03348 2.80539  0.289
H: -2.55513 1.64646 2.36748  0.273
H: -1.42919 0.19540 2.66380  0.248

***

No. 6
This record from the Open Molecules 2025 dataset describes a 2-piece molecular cluster, C4H12 overall in a non-equilibrium geometry. The level of theory is wB97M-V/def2-TZVPD.

Output
- E_HOMO (eV) = -11.6
- SMILES = CC.CC
- orbital gap (eV) = 12.8
- ΔE to the lowest compared entry with this formula, charge and spin (eV) = 0.508
- net charge = 0

Last column: Mulliken charge in e.
CARTESIAN COORDINATES (ANGSTROEM)
C: -0.95304 -2.12717 -0.17426  -0.751
C: 0.11847 -2.11993 0.88851  -0.872
H: -0.46167 -2.36673 -1.12237  0.234
H: -1.28966 -1.10077 -0.31640  0.260
H: -1.60959 -2.98025 0.01314  0.294
H: 0.99318 -1.47933 0.75874  0.274
H: 0.65229 -3.09581 0.98167  0.323
H: -0.36949 -1.91978 1.85548  0.259
C: 0.54325 1.58757 0.11370  -0.462
C: 0.17071 2.74244 -0.83062  -0.846
H: 1.45308 1.10322 -0.27595  0.263
H: -0.21520 0.80885 0.15178  -0.064
H: 0.82712 1.95326 1.12616  0.304
H: -0.93344 2.75139 -1.04526  0.269
H: 0.68426 2.56650 -1.78015  0.251
H: 0.38975 3.67654 -0.34418  0.262

***

No. 7
This record from the Open Molecules 2025 dataset describes a 2-piece molecular cluster, C4H12 overall in a non-equilibrium geometry. The level of theory is wB97M-V/def2-TZVPD.

Output
- E_HOMO (eV) = -11.0
- SMILES = CC.CC
- orbital gap (eV) = 12.2
- ΔE to the lowest compared entry with this formula, charge and spin (eV) = 1.446
- net charge = 0

Last column: Mulliken charge in e.
CARTESIAN COORDINATES (ANGSTROEM)
C: 0.18854 -2.03253 1.95912  -0.881
C: -0.33436 -0.53104 2.05447  -0.388
H: 0.40389 -2.38076 0.97663  0.297
H: 1.18133 -2.04703 2.39555  0.260
H: -0.28727 -2.85580 2.61208  0.276
H: -1.18927 -0.69926 2.63109  0.304
H: -0.47713 -0.23311 0.91323  -0.210
H: 0.40703 0.21793 2.34472  0.304
C: 0.08636 0.59766 -1.66905  -0.349
C: 0.01539 1.97181 -2.32927  -1.171
H: -0.76003 -0.02456 -2.08657  0.280
H: 1.09060 0.09785 -1.83693  0.248
H: 0.03991 0.72608 -0.58878  -0.018
H: 0.71356 2.67923 -1.91107  0.309
H: -0.91734 2.47410 -2.12598  0.343
H: -0.16122 2.03943 -3.33924  0.396

***

No. 8
This record from the Open Molecules 2025 dataset describes a 2-piece molecular cluster, C4H12 overall. The level of theory is wB97M-V/def2-TZVPD.

Output
- E_HOMO (eV) = -11.7
- SMILES = CC.CC
- orbital gap (eV) = 12.9
- ΔE to the lowest compared entry with this formula, charge and spin (eV) = 0.067
- net charge = 0

Last column: Mulliken charge in e.
CARTESIAN COORDINATES (ANGSTROEM)
C: -2.12696 0.24221 -1.06309  -0.807
C: -0.85881 0.85895 -1.64257  -0.684
H: -1.95464 -0.06666 -0.03396  0.204
H: -2.96597 0.93739 -1.06812  0.290
H: -2.47661 -0.63737 -1.61068  0.274
H: -0.09271 0.08402 -1.65472  0.148
H: -0.51330 1.66353 -1.00316  0.232
H: -1.00513 1.28928 -2.63227  0.337
C: 1.89507 -0.50354 0.70918  -0.781
C: 1.13796 -0.58113 2.00853  -0.759
H: 2.89211 -0.92836 0.73363  0.333
H: 1.41237 -1.07302 -0.08130  0.202
H: 1.99023 0.51242 0.31527  0.257
H: 0.96093 -1.60721 2.34192  0.272
H: 0.12091 -0.18981 1.86061  0.193
H: 1.58456 -0.00068 2.82072  0.288